Entry 1:
C2H10NO2 | ωB97M-V with the def2-TZVPD basis set

Geometry as XYZ:
```
15
C2H10NO2 ωB97M-V with the def2-TZVPD basis set
C -0.0379 -0.5086 -1.5882
O 0.6218 0.7090 -1.3868
C 0.3329 -1.2150 -0.2401
N 0.1171 -0.4179 0.9834
H 0.3084 -1.0596 -2.4764
H -1.1265 -0.3333 -1.6402
H 1.4862 0.8042 -1.8897
H -0.3824 -2.1153 -0.1578
H 1.4850 -1.3746 -0.3830
H -0.6776 0.1199 0.8287
H 0.9571 0.2669 1.0528
H -0.0155 -0.8538 1.9572
H -0.3827 2.4489 1.4561
H -1.8176 1.8547 1.7297
O -0.8685 1.6746 1.7543
```

## Properties
2S+1: 2
calculated total energy: -7798.73220 eV
energy relative to the best compared isomer or geometry (same formula, charge and spin): 1.3568 eV
total charge: +2

Entry 2:
C32H86O11 | ωB97M-V with the def2-TZVPD basis set

Geometry as XYZ:
```
129
C32H86O11 ωB97M-V with the def2-TZVPD basis set
C -2.8073 -8.4276 2.6053
C -2.1916 -9.7682 2.1439
C -2.3620 -10.1209 0.7264
O -0.8417 -9.8112 2.5512
H -2.3720 -8.0015 3.5091
H -3.8387 -8.6419 2.8853
H -2.7110 -7.6976 1.8016
H -2.6755 -10.5075 2.7822
H -1.5261 -9.6801 0.1831
H -3.1770 -9.5184 0.3252
H -2.3828 -11.1671 0.4214
H -0.6531 -10.7514 2.5972
C 6.2884 -4.7212 1.6758
C 5.2648 -5.7596 1.3290
C 5.7898 -7.1415 1.4478
O 4.1265 -5.6008 2.1720
H 6.6736 -5.0072 2.6545
H 5.7415 -3.7859 1.7955
H 7.1477 -4.7249 1.0052
H 4.9388 -5.5457 0.3111
H 6.8745 -7.2222 1.5180
H 5.4987 -7.7289 0.5770
H 5.3696 -7.7291 2.2640
H 3.6326 -6.4239 2.1566
C 5.5479 9.9634 2.7120
C 4.7934 9.8304 1.3625
C 5.4849 8.8994 0.5096
O 3.4489 9.3894 1.6192
H 5.0667 10.6221 3.4348
H 6.5602 10.3629 2.6500
H 5.5858 8.9394 3.0835
H 4.7876 10.8035 0.8714
H 6.5573 9.0385 0.3724
H 4.9633 8.7570 -0.4369
H 5.4225 7.8955 0.9295
H 3.2127 9.6550 2.5110
C -8.3007 3.0481 -6.4785
C -6.9131 2.5468 -6.0771
C -5.7388 2.7884 -7.0817
O -6.6197 3.2019 -4.8513
H -9.0339 2.8539 -5.6957
H -8.5692 2.4977 -7.3802
H -8.4230 4.1095 -6.6939
H -6.8479 1.5080 -5.7533
H -5.6952 3.7988 -7.4883
H -5.8604 2.1717 -7.9723
H -4.7474 2.5430 -6.7010
H -5.9537 2.6399 -4.4484
C 1.3189 1.6327 -0.6661
C 0.3035 0.4748 -0.4187
C 0.2516 0.0806 1.0829
O -0.9503 0.8856 -0.8043
H 2.3573 1.3022 -0.6408
H 1.2608 2.4451 0.0583
H 1.1571 2.1178 -1.6287
H 0.5936 -0.4207 -0.9682
H -0.4216 -0.7572 1.2644
H -0.1466 0.9206 1.6521
H 1.1517 -0.1706 1.6439
H -1.1965 1.6394 -0.2633
C 1.1277 -3.7058 9.3564
C 1.2204 -5.0419 10.0673
C 2.3152 -5.9248 9.6034
O 1.3870 -4.7415 11.4492
H 1.2474 -3.8642 8.2847
H 1.7904 -2.8901 9.6454
H 0.1068 -3.3537 9.5048
H 0.2901 -5.5812 9.8891
H 2.3554 -6.8691 10.1463
H 3.3064 -5.4716 9.5889
H 2.1235 -6.3285 8.6092
H 1.9897 -4.0131 11.6157
C -5.3190 -4.8207 -4.3349
C -6.5205 -4.9397 -3.3781
O -7.4478 -5.8114 -4.1070
C -8.8048 -5.6340 -3.7286
C -9.6674 -6.8682 -4.1649
H -5.7080 -4.3169 -5.2198
H -4.5323 -4.3606 -3.7370
H -4.9189 -5.8017 -4.5909
H -6.1853 -5.2884 -2.4013
H -6.8052 -3.9169 -3.1312
H -8.8508 -5.4149 -2.6618
H -9.1262 -4.6455 -4.0567
H -9.9006 -6.6961 -5.2157
H -10.6089 -6.8246 -3.6175
H -9.0038 -7.7281 -4.2563
C 7.2010 1.0623 -8.0000
C 7.6387 2.1974 -7.0566
O 7.7987 1.7060 -5.7520
C 8.2667 2.6516 -4.8263
C 9.0563 1.8191 -3.7847
H 8.0064 0.4129 -8.3430
H 6.2619 0.5865 -7.7173
H 6.8468 1.4425 -8.9582
H 8.5650 2.5850 -7.4807
H 6.8383 2.9372 -7.0450
H 8.8187 3.4102 -5.3812
H 7.4358 3.1139 -4.2933
H 9.3887 2.5786 -3.0771
H 9.9838 1.5224 -4.2744
H 8.5111 1.0235 -3.2769
C -3.7640 7.9633 -3.6302
C -5.2248 8.5768 -3.6632
O -5.8110 8.1748 -4.9104
H -3.2750 8.2730 -2.7066
H -3.0811 8.2552 -4.4281
H -3.8584 6.8832 -3.7420
H -5.1615 9.6648 -3.6797
H -5.8409 8.2494 -2.8257
H -6.0493 7.2496 -4.8162
C -5.5235 2.9518 3.2484
C -5.4115 4.4360 2.8483
O -4.2216 4.5463 2.1161
H -5.7072 2.3421 2.3637
H -6.2046 2.7936 4.0847
H -4.5675 2.5825 3.6195
H -5.2804 5.0748 3.7217
H -6.1808 4.8180 2.1771
H -3.9109 5.4436 1.9748
C 3.3451 3.7735 6.3022
C 4.5075 3.0146 5.6682
O 5.6846 3.6756 6.1256
H 3.3300 3.6849 7.3885
H 2.3783 3.5745 5.8399
H 3.4360 4.8379 6.0853
H 4.5698 3.1152 4.5847
H 4.6560 1.9672 5.9310
H 6.4729 3.3516 5.6838
```

## Properties
2S+1: 1
calculated total energy: -57094.86329 eV
SMILES: CC(C)O.CC(C)O.CC(C)O.CC(C)O.CC(C)O.CC(C)O.CCOCC.CCOCC.CCO.CCO.CCO
energy relative to the best compared isomer or geometry (same formula, charge and spin): 6.9498 eV

Entry 3:
C8H12NPS2 | ωB97M-V with the def2-TZVPD basis set

Geometry as XYZ:
```
24
C8H12NPS2 ωB97M-V with the def2-TZVPD basis set
C -1.3308 1.0894 -0.3983
N -1.0112 0.1796 -1.4852
C -2.1453 -0.5761 -1.8583
S -4.0839 0.2565 -2.5489
P 0.8288 -0.3747 -1.4627
S 1.6660 1.4600 -2.0027
C 1.1705 -0.3578 0.3253
C 0.4077 -1.1936 1.1400
C 0.7139 -1.3219 2.4819
C 1.7942 -0.6376 3.0158
C 2.5667 0.1776 2.2062
C 2.2619 0.3166 0.8651
H -2.1587 1.7253 -0.7194
H -1.6412 0.5645 0.5135
H -0.4775 1.7288 -0.1662
H -1.9472 -1.2386 -2.6906
H -2.6535 -1.0593 -1.0273
H -3.6055 0.8759 -3.6241
H 1.6319 1.1739 -3.3065
H -0.4255 -1.7378 0.7168
H 0.1131 -1.9628 3.1099
H 2.0386 -0.7455 4.0616
H 3.4121 0.7087 2.6160
H 2.8750 0.9490 0.2382
```

## Properties
2S+1: 1
calculated total energy: -40938.90832 eV
SMILES: CN(CS)P(S)c1ccccc1
energy relative to the best compared isomer or geometry (same formula, charge and spin): 0.6410 eV

Entry 4:
C42H34BrN5O2RuTe | ωB97M-V with the def2-TZVPD basis set

Geometry as XYZ:
```
86
C42H34BrN5O2RuTe ωB97M-V with the def2-TZVPD basis set
Ru -22.2134 6.4884 4.5874
O -19.6700 10.5662 7.7301
C -20.8584 10.1275 8.2700
C -21.2907 10.5261 9.5582
C -22.5023 10.1410 10.1058
C -23.2766 9.3019 9.3486
C -22.9309 8.8663 8.0901
C -21.6773 9.2843 7.5319
C -21.2311 8.9045 6.1058
O -22.1806 8.2596 5.4205
N -20.0040 8.0358 6.0359
N -20.3859 6.7449 6.2464
C -19.7051 6.0273 7.0804
C -20.1273 4.6158 7.4306
Br -22.0177 4.1325 7.2195
C -19.3528 3.7536 8.0912
C -17.9467 3.9313 8.5584
C -16.9582 4.5734 7.7942
C -15.6446 4.5711 8.2102
C -15.3259 4.0409 9.4330
C -16.2987 3.4761 10.2897
C -17.6164 3.4655 9.8311
H -19.2317 11.2751 8.1957
H -20.5928 11.1499 10.1029
H -22.8876 10.5687 11.0168
H -24.2494 9.0577 9.7949
H -23.6327 8.2440 7.5621
H -20.8504 9.8506 5.6563
H -19.2104 8.3816 6.5813
H -18.7570 6.3974 7.5854
H -19.8458 2.7922 8.3360
H -17.2800 5.1025 6.8988
H -15.0066 5.1777 7.5783
H -14.2708 4.1910 9.8104
H -16.0911 3.1739 11.3311
H -18.4087 3.0046 10.4495
C -17.7971 5.6259 3.0769
C -19.0215 5.5421 3.7618
N -20.1518 6.0444 3.3615
C -20.1917 6.6304 2.1534
C -19.0398 6.7162 1.3496
C -17.7928 6.1884 1.8482
C -19.1311 7.3387 0.0612
C -20.3142 7.8045 -0.4041
C -21.4865 7.6691 0.3717
C -21.5126 7.0511 1.6522
N -22.5654 6.7363 2.3949
C -23.8510 6.5096 1.9388
C -24.3127 6.5207 0.6051
C -25.6849 6.1733 0.2590
C -26.5564 5.9802 1.2845
C -26.1530 6.0429 2.6481
C -27.0754 6.0018 3.7159
C -26.6686 6.0753 4.9937
C -25.2970 6.2344 5.2395
N -24.4024 6.2198 4.2919
C -24.7710 6.2736 2.9851
H -16.8726 5.2718 3.4687
H -19.0179 5.0622 4.7896
H -16.8742 6.1454 1.2292
H -18.2286 7.5340 -0.5071
H -20.3264 8.4022 -1.3617
H -22.4266 8.1454 0.1143
H -23.6160 6.7181 -0.1885
H -25.9992 6.2193 -0.7264
H -27.6363 5.8060 1.0903
H -28.0596 5.9917 3.3610
H -27.3264 6.1577 5.8152
H -24.9235 6.4189 6.2760
C -21.9524 1.6201 3.3466
Te -22.8338 3.5920 3.3959
C -24.2491 2.7731 4.7574
C -23.9373 1.3201 4.7983
C -24.6974 0.5109 5.6138
C -24.4658 -0.8391 5.7340
C -23.4562 -1.4270 4.9856
C -22.6177 -0.6369 4.2219
C -22.8058 0.7218 4.1373
H -20.8935 1.6634 3.6486
H -21.9065 1.3126 2.2948
H -25.1828 2.9099 4.2473
H -24.1360 3.2444 5.7049
H -25.4581 0.9549 6.1971
H -25.0960 -1.4087 6.4275
H -23.2122 -2.4737 4.8948
H -21.8333 -1.1296 3.6000
```

## Properties
2S+1: 6
calculated total energy: -135558.96024 eV
energy relative to the best compared isomer or geometry (same formula, charge and spin): 2.2178 eV
total charge: +1